Molecular formula: C3NO4S2
Method: DFT, ωB97M-V with the def2-TZVPD basis set

Element x y z (Å)
S  1.937  -1.597  1.085
S  -0.459  2.184  1.543
O  0.795  -0.170  1.733
O  1.922  -2.473  2.210
O  3.094  -0.700  1.014
O  -2.688  0.141  -2.892
N  -0.765  0.481  0.133
C  -2.080  0.227  -1.842
C  -1.160  0.577  -1.075
C  0.083  0.640  1.108

Calculated values
E_LUMO (alpha / beta), eV: 1.794 / 1.773
HOMO-LUMO gap (alpha / beta), eV: 6.7059 / 6.6846
Relative energy (zero: lowest compared OMol25 entry of this formula, charge and spin), kcal/mol: 59.8
M, Da: 178.17
Net charge: -1
2S+1: 1
HOMO level (alpha / beta), eV: -4.91 / -4.91

Molecular formula: C3O2Yb
Method: DFT, ωB97M-V with the def2-TZVPD basis set

Element x y z (Å)
Yb  -0.526  0.683  1.493
O  0.689  2.228  0.064
O  0.636  1.381  3.187
C  3.150  1.699  3.231
C  1.642  2.243  -0.586
C  1.913  1.499  3.328

Calculated values
E_LUMO (alpha / beta), eV: -6.384 / -6.385
HOMO-LUMO gap (alpha / beta), eV: 5.9353 / 5.5495
M, Da: 241.07
Net charge: +1
2S+1: 2
⟨S²⟩: 0.76
HOMO level (alpha / beta), eV: -12.32 / -11.93

Molecular formula: C3O3
Method: DFT, ωB97M-V with the def2-TZVPD basis set

Element x y z (Å)
O  -2.224  0.700  0.335
O  2.529  -0.350  0.342
O  0.823  1.026  -0.257
C  -1.582  -0.218  0.013
C  1.622  0.276  0.018
C  -0.981  -1.312  -0.498

Calculated values
E_LUMO (alpha / beta), eV: 0.490 / -2.331
HOMO-LUMO gap (alpha / beta), eV: 11.3599 / 9.2007
Relative energy (zero: lowest compared OMol25 entry of this formula, charge and spin), kcal/mol: 2.6
M, Da: 84.03
2S+1: 3
⟨S²⟩: 2.01
HOMO level (alpha / beta), eV: -10.87 / -11.53

- Among the records above, which one has the highest 2S+1?
  C3O3